(1)
Density functional theory data (the ωB97M-V functional and the def2-TZVPD basis) for C37H37F5P2Sn as an isolated structure.

XYZ file:
```
82
C37H37F5P2Sn (the ωB97M-V functional and the def2-TZVPD basis)
Sn 1.357 2.199 1.405
C -0.117 -3.950 -2.713
C -0.780 -2.900 -3.213
C -2.273 -2.817 -3.384
C -3.151 -3.615 -2.394
C -2.828 -3.403 -0.937
C -1.942 -4.086 -0.201
C -1.081 -5.214 -0.688
C -0.705 -5.232 -2.188
C 0.694 3.240 3.208
H 0.980 -3.923 -2.697
H -0.214 -2.060 -3.627
H -2.549 -3.129 -4.407
H -2.572 -1.761 -3.299
H -4.173 -3.229 -2.529
H -3.191 -4.674 -2.688
H -3.438 -2.630 -0.454
H -1.889 -3.904 0.875
H -1.566 -6.176 -0.445
H -0.137 -5.201 -0.120
H 0.089 -5.987 -2.279
H -1.549 -5.610 -2.782
H 1.517 3.142 3.929
H -0.223 2.816 3.627
H 0.547 4.298 2.955
P 0.917 1.276 -1.056
P -0.849 0.618 1.796
C -0.468 0.145 -0.924
C -1.231 -0.047 0.188
C 0.577 2.358 -2.475
C -0.144 1.926 -3.605
C -0.314 2.808 -4.674
C 0.186 4.112 -4.612
C 0.851 4.553 -3.463
C 1.047 3.683 -2.392
C 2.431 0.321 -1.447
C 2.975 -0.462 -0.413
C 4.179 -1.136 -0.607
C 4.822 -1.082 -1.850
C 4.258 -0.338 -2.891
C 3.066 0.365 -2.699
C -2.342 1.378 2.509
C -2.833 2.556 1.905
C -3.953 3.188 2.440
C -4.612 2.626 3.545
C -4.147 1.435 4.120
C -3.016 0.802 3.604
C -0.302 -0.710 2.901
C 0.613 -0.380 3.923
C 1.057 -1.374 4.788
C 0.599 -2.690 4.632
C -0.280 -3.022 3.587
C -0.722 -2.035 2.707
H -0.668 -0.438 -1.834
H -2.145 -0.648 0.153
H -0.566 0.922 -3.644
H -0.857 2.483 -5.559
H 0.047 4.798 -5.449
H 1.205 5.580 -3.390
H 1.563 4.013 -1.486
H 2.466 -0.548 0.557
H 4.607 -1.720 0.207
H 5.748 -1.645 -2.012
H 4.749 -0.315 -3.863
H 2.627 0.936 -3.521
H -2.360 2.960 1.004
H -4.319 4.113 1.987
H -5.499 3.119 3.955
H -4.676 0.998 4.967
H -2.668 -0.146 4.024
H 0.974 0.650 4.024
H 1.774 -1.121 5.576
H 0.953 -3.465 5.315
H -0.602 -4.056 3.458
H -1.382 -2.286 1.876
F 2.293 5.046 0.472
C 2.929 3.855 0.753
F 3.579 3.447 -0.402
C 4.005 4.060 1.828
F 5.086 4.700 1.327
F 3.533 4.794 2.877
F 4.431 2.845 2.307
```

## Properties
- multiplicity = 1
- LUMO level (eV) = -0.1
- ΔE to the lowest compared entry with this formula, charge and spin (kJ/mol) = 0.0
- E (Eh) = -2828.28657
- highest occupied orbital energy (eV) = -5.6
- frontier orbital gap (eV) = 5.490

Löwdin atomic charge list, values in e, 2 entries: atom 1 (Sn): 0.93, atom 2 (C): -0.10

=====

(2)
Density functional theory data (the ωB97M-V functional and the def2-TZVPD basis) for C37H37N5O3PPd as an isolated structure.

XYZ file:
```
84
C37H37N5O3PPd (the ωB97M-V functional and the def2-TZVPD basis)
Pd -0.522 1.496 -0.331
O 3.295 0.378 3.391
C 4.176 0.561 2.386
C 5.476 0.086 2.566
C 6.425 0.283 1.585
C 6.107 0.963 0.409
C 4.824 1.433 0.229
C 3.835 1.229 1.198
C 2.456 1.720 1.001
O 1.535 1.405 1.792
N 2.271 2.597 -0.009
N 0.994 2.853 -0.222
C 0.605 4.075 -0.421
C -0.798 4.336 -0.660
C -1.318 5.606 -0.891
C -2.673 5.739 -1.122
C -3.480 4.605 -1.137
C -2.900 3.377 -0.894
N -1.598 3.252 -0.634
H 2.440 0.747 3.077
H 5.712 -0.423 3.491
H 7.431 -0.088 1.738
H 6.860 1.128 -0.348
H 4.555 1.969 -0.671
H 1.335 4.872 -0.361
H -0.657 6.461 -0.892
H -3.101 6.716 -1.300
H -4.540 4.670 -1.337
H -3.475 2.461 -0.910
C 5.120 -1.467 -0.453
C 4.330 -1.821 0.630
C 2.975 -1.523 0.636
C 2.401 -0.885 -0.460
C 3.202 -0.525 -1.547
C 4.556 -0.811 -1.540
P 0.625 -0.530 -0.558
C 0.228 -1.089 -2.243
C -0.383 -0.225 -3.148
C -0.636 -0.633 -4.451
C -0.280 -1.909 -4.859
C 0.353 -2.769 -3.971
C 0.620 -2.357 -2.676
C -0.153 -1.666 0.639
C -0.206 -1.241 1.967
C -0.680 -2.094 2.956
C -1.115 -3.370 2.626
C -1.081 -3.790 1.304
C -0.597 -2.945 0.314
H 6.177 -1.695 -0.448
H 4.769 -2.317 1.486
H 2.377 -1.798 1.494
H 2.768 -0.018 -2.401
H 5.170 -0.523 -2.383
H -0.661 0.775 -2.840
H -1.104 0.051 -5.147
H -0.475 -2.227 -5.875
H 0.658 -3.756 -4.294
H 1.166 -3.014 -2.010
H 0.153 -0.254 2.227
H -0.693 -1.764 3.987
H -1.473 -4.038 3.398
H -1.418 -4.784 1.041
H -0.577 -3.290 -0.711
C -2.600 1.232 2.171
N -3.349 0.191 1.488
C -4.471 -0.344 2.259
C -4.759 -1.769 1.846
C -4.994 -1.802 0.355
N -3.903 -1.132 -0.345
C -3.725 -1.523 -1.736
C -3.101 -0.209 0.226
O -2.147 0.241 -0.473
H -2.206 0.841 3.110
H -3.254 2.079 2.389
H -1.765 1.583 1.576
H -5.351 0.294 2.127
H -4.188 -0.298 3.311
H -5.628 -2.152 2.378
H -3.899 -2.396 2.097
H -5.946 -1.327 0.094
H -5.033 -2.830 -0.006
H -3.273 -2.515 -1.803
H -3.088 -0.816 -2.251
H -4.702 -1.550 -2.219
```

## Properties
- multiplicity = 1
- LUMO level (eV) = -3.2
- charge = +1
- ΔE to the lowest compared entry with this formula, charge and spin (kJ/mol) = 76.2
- E (Eh) = -2400.73958
- highest occupied orbital energy (eV) = -9.7
- frontier orbital gap (eV) = 6.545

Löwdin atomic charge list, values in e, 2 entries: atom 1 (Pd): 0.86, atom 2 (O): 0.07

=====

(3)
Density functional theory data (the ωB97M-V functional and the def2-TZVPD basis) for a 16-piece molecular cluster, C37H38BrCl60NO5 overall.

XYZ file:
```
142
C37H38BrCl60NO5 (the ωB97M-V functional and the def2-TZVPD basis)
C 0.947 3.574 0.671
C 0.335 3.166 -0.293
C -0.689 2.367 -1.173
C -1.175 1.032 -0.476
C -1.688 1.210 1.014
C -3.262 1.375 1.173
C -3.952 2.463 0.244
C -4.055 3.917 0.867
C -2.717 4.772 0.804
C -2.535 5.577 -0.552
C -1.118 6.338 -0.534
C -0.332 6.245 -1.903
O -2.218 0.264 -1.152
C -2.149 -1.102 -0.872
O -2.944 -1.961 -1.050
O -0.856 -1.307 -0.342
C -0.062 -0.131 -0.504
C 0.841 -0.275 -1.798
C 0.047 -0.354 -3.169
C 1.076 -0.632 -4.374
Br 0.931 -2.576 -4.792
O 0.864 0.231 0.521
C 1.680 -0.880 0.953
C 3.230 -0.432 0.750
N 3.226 1.070 0.859
C 4.553 1.620 0.389
C 4.383 2.891 -0.534
C 5.084 4.200 0.087
O 5.011 2.666 -1.834
H 1.546 4.082 1.456
H -0.154 2.186 -2.156
H -1.523 3.088 -1.406
H -1.183 2.040 1.584
H -1.415 0.254 1.569
H -3.799 0.376 1.092
H -3.439 1.714 2.246
H -3.507 2.524 -0.792
H -5.022 2.111 0.088
H -4.811 4.483 0.225
H -4.524 3.895 1.902
H -2.812 5.561 1.621
H -1.828 4.143 1.091
H -2.691 4.960 -1.482
H -3.309 6.411 -0.599
H -1.301 7.446 -0.347
H -0.515 5.975 0.343
H 0.657 6.785 -1.750
H -0.072 5.198 -2.225
H -0.931 6.719 -2.739
H 1.566 0.600 -1.792
H 1.478 -1.216 -1.745
H -0.688 -1.217 -3.141
H -0.518 0.579 -3.445
H 0.808 -0.033 -5.292
H 2.139 -0.451 -4.073
H 1.490 -1.126 2.035
H 1.538 -1.815 0.344
H 3.896 -0.917 1.516
H 3.526 -0.666 -0.320
H 3.139 1.265 1.868
H 5.117 0.821 -0.165
H 5.121 1.893 1.328
H 3.311 3.175 -0.719
H 5.737 3.947 0.969
H 5.735 4.661 -0.711
H 4.317 4.951 0.430
H 4.442 3.106 -2.497
C 7.129 -1.109 2.092
Cl 8.379 0.016 1.540
Cl 6.013 -0.262 3.182
Cl 6.239 -1.725 0.686
Cl 7.873 -2.478 2.958
C -3.320 -5.123 1.215
Cl -3.706 -5.917 -0.323
Cl -2.294 -3.710 0.906
Cl -4.819 -4.604 2.006
Cl -2.462 -6.264 2.270
C 1.232 -4.906 3.639
Cl 0.363 -6.193 4.496
Cl 2.498 -5.623 2.624
Cl 0.097 -4.003 2.618
Cl 1.972 -3.806 4.819
C -7.962 2.857 1.734
Cl -6.573 2.021 2.453
Cl -7.994 4.540 2.294
Cl -7.822 2.825 -0.034
Cl -9.459 2.044 2.222
C -8.309 -6.602 3.400
Cl -7.966 -4.863 3.478
Cl -7.933 -7.349 4.964
Cl -10.024 -6.849 3.024
Cl -7.313 -7.346 2.136
C -12.440 2.463 4.793
Cl -14.075 3.060 5.137
Cl -12.533 1.104 3.656
Cl -11.473 3.766 4.078
Cl -11.680 1.921 6.300
C 5.967 -0.188 -4.353
Cl 4.360 0.488 -4.039
Cl 5.830 -1.524 -5.509
Cl 7.013 1.072 -5.030
Cl 6.658 -0.790 -2.837
C 12.197 -0.686 3.619
Cl 13.078 -1.739 4.741
Cl 10.598 -1.378 3.285
Cl 12.005 0.922 4.344
Cl 13.107 -0.547 2.102
C -2.482 -10.046 0.088
Cl -1.130 -9.190 0.853
Cl -4.004 -9.228 0.490
Cl -2.259 -10.049 -1.671
Cl -2.536 -11.717 0.681
C 4.446 0.573 -8.619
Cl 3.480 -0.685 -7.826
Cl 5.680 -0.186 -9.642
Cl 3.385 1.583 -9.621
Cl 5.237 1.583 -7.390
C -17.126 4.445 2.251
Cl -17.689 3.445 3.603
Cl -17.978 6.001 2.274
Cl -15.382 4.724 2.407
Cl -17.455 3.614 0.720
C -16.454 -0.489 2.158
Cl -17.317 -1.787 3.004
Cl -15.186 -1.191 1.133
Cl -17.596 0.416 1.144
Cl -15.715 0.598 3.346
C 16.044 -4.673 4.052
Cl 15.033 -5.916 4.813
Cl 17.290 -5.451 3.058
Cl 15.033 -3.635 3.030
Cl 16.818 -3.689 5.308
C 4.842 -5.107 -7.178
Cl 4.438 -5.858 -8.733
Cl 5.919 -3.723 -7.452
Cl 3.353 -4.563 -6.380
Cl 5.665 -6.292 -6.145
C 13.501 0.064 -2.308
Cl 13.115 -0.650 -3.884
Cl 14.635 1.410 -2.530
Cl 12.014 0.663 -1.549
Cl 14.242 -1.167 -1.266
```

## Properties
- multiplicity = 1
- LUMO level (eV) = -0.2
- ΔE to the lowest compared entry with this formula, charge and spin (kJ/mol) = 317.8
- E (Eh) = -32048.74139
- highest occupied orbital energy (eV) = -9.0
- frontier orbital gap (eV) = 8.834

Löwdin atomic charge list, values in e, 2 entries: atom 1 (C): 0.09, atom 2 (C): -0.11

=====

(4)
Density functional theory data (the ωB97M-V functional and the def2-TZVPD basis) for C37H38Cl2HgO2P2 as an isolated structure.

XYZ file:
```
82
C37H38Cl2HgO2P2 (the ωB97M-V functional and the def2-TZVPD basis)
Hg 0.324 1.003 0.238
C -2.063 1.037 -2.697
C -1.839 -0.301 -2.369
C -1.133 -1.161 -3.416
C 0.213 -0.628 -3.929
C 0.931 0.209 -2.921
C 0.641 1.475 -2.574
C -0.070 2.358 -3.540
C -1.514 1.842 -3.814
C 0.926 0.424 2.272
H -2.879 1.569 -2.193
H -2.804 -0.765 -2.056
H -1.828 -1.259 -4.261
H -0.974 -2.156 -3.001
H 0.854 -1.497 -4.169
H 0.039 -0.093 -4.873
H 1.852 -0.252 -2.569
H 1.168 2.003 -1.776
H 0.496 2.357 -4.491
H -0.111 3.391 -3.164
H -2.152 2.739 -3.945
H -1.532 1.307 -4.781
H 0.916 1.348 2.874
H 1.890 -0.117 2.336
H 0.112 -0.202 2.646
P -1.313 -1.114 -0.353
P 2.775 -0.384 0.014
C 0.288 -1.969 -0.687
C 1.661 -1.694 -0.622
C -2.217 -2.483 0.491
C -2.643 -3.568 -0.305
C -3.443 -4.564 0.265
C -3.750 -4.515 1.637
C -3.260 -3.473 2.446
C -2.467 -2.474 1.880
C -2.561 0.301 0.171
C -2.164 1.638 -0.048
C -3.034 2.711 0.150
C -4.395 2.414 0.250
C -4.841 1.087 0.338
C -3.924 0.036 0.322
C 3.913 -1.238 1.052
C 3.513 -2.444 1.690
C 4.502 -3.278 2.198
C 5.855 -2.906 2.138
C 6.214 -1.641 1.644
C 5.257 -0.786 1.120
C 3.404 1.364 -0.110
C 3.052 2.242 0.939
C 3.088 3.619 0.734
C 3.634 4.163 -0.440
C 4.184 3.300 -1.400
C 4.140 1.913 -1.202
H 0.084 -3.014 -1.006
H 2.291 -2.526 -0.995
H -2.328 -3.637 -1.354
H -3.795 -5.395 -0.360
H -4.336 -5.321 2.092
H -3.468 -3.453 3.525
H -2.037 -1.697 2.520
H -1.273 1.897 -0.679
H -2.625 3.734 0.155
H -5.096 3.243 0.320
H -5.903 0.870 0.474
H -4.287 -0.983 0.418
H 2.455 -2.726 1.747
H 4.226 -4.236 2.643
H 6.629 -3.594 2.492
H 7.253 -1.318 1.657
H 5.519 0.213 0.758
H 2.578 1.822 1.827
H 2.583 4.263 1.463
H 3.610 5.248 -0.583
H 4.654 3.725 -2.290
H 4.621 1.224 -1.903
Cl -2.413 3.099 5.453
C -3.022 1.656 4.593
Cl -4.548 1.952 3.736
C -1.941 1.206 3.481
O -1.739 -0.023 3.658
O -1.473 2.066 2.723
H -3.147 0.817 5.296
```

## Properties
- multiplicity = 1
- LUMO level (spin up / spin down) (eV) = -1.4 / -1.3
- E (Eh) = -3339.24386
- highest occupied orbital energy (spin up / spin down) (eV) = -6.5 / -6.6
- frontier orbital gap (spin up / spin down) (eV) = 5.104 / 5.305

Löwdin atomic charge list, values in e, 2 entries: atom 1 (Hg): 1.10, atom 2 (C): -0.11

=====

(5)
Density functional theory data (the ωB97M-V functional and the def2-TZVPD basis) for C37H38MnN12O4 as an isolated structure.

XYZ file:
```
92
C37H38MnN12O4 (the ωB97M-V functional and the def2-TZVPD basis)
Mn 0.259 -0.112 0.005
C -3.773 -1.457 -0.381
C -2.377 -0.983 -0.583
N -1.522 -0.768 0.344
N -1.867 -0.971 1.667
C -0.793 -0.825 2.400
O 0.380 -0.556 1.963
C -0.975 -0.917 3.879
C -2.201 -1.277 4.438
C -2.347 -1.328 5.814
C -1.275 -1.020 6.644
C -0.053 -0.665 6.092
C 0.097 -0.617 4.713
C -1.815 -0.737 -1.921
C -2.502 -1.038 -3.091
C -1.845 -0.918 -4.304
C -0.522 -0.507 -4.310
C 0.080 -0.200 -3.100
N -0.546 -0.286 -1.933
H -3.987 -1.485 0.684
H -3.904 -2.461 -0.790
H -4.479 -0.789 -0.877
H -3.022 -1.518 3.778
H -3.299 -1.614 6.244
H -1.393 -1.062 7.719
H 0.786 -0.434 6.737
H 1.045 -0.354 4.264
H -3.522 -1.390 -3.040
H -2.354 -1.159 -5.228
H 0.045 -0.431 -5.227
H 1.112 0.127 -3.056
N 2.889 -1.670 1.396
C 3.398 -0.695 0.658
N 4.732 -0.658 0.531
C 5.216 0.347 -0.177
N 6.554 0.427 -0.325
N 4.489 1.322 -0.759
C 3.185 1.181 -0.589
N 2.554 0.217 0.085
C 2.322 2.207 -1.256
C 2.878 3.287 -1.935
C 2.016 4.171 -2.558
C 0.647 3.944 -2.487
C 0.188 2.842 -1.783
N 1.013 1.996 -1.173
H 3.517 -2.375 1.736
H 1.883 -1.787 1.436
H 7.111 -0.356 -0.035
H 6.923 1.088 -0.984
H 3.951 3.403 -1.966
H 2.406 5.023 -3.099
H -0.059 4.605 -2.971
H -0.868 2.614 -1.697
C 1.175 -5.883 -5.655
C 1.018 -5.169 -4.340
C 2.075 -4.482 -3.765
C 1.945 -3.818 -2.548
C 3.135 -3.068 -2.000
C 0.729 -3.871 -1.866
C -0.350 -4.576 -2.421
C -1.687 -4.670 -1.735
C -0.191 -5.197 -3.654
C 0.562 -3.133 -0.549
O -0.010 -3.679 0.393
O 1.009 -1.933 -0.575
H 2.097 -5.587 -6.156
H 0.340 -5.668 -6.325
H 1.207 -6.966 -5.512
H 3.029 -4.447 -4.281
H 4.011 -3.240 -2.626
H 3.372 -3.386 -0.981
H 2.933 -1.997 -1.951
H -2.065 -3.682 -1.480
H -1.608 -5.219 -0.799
H -2.411 -5.159 -2.388
H -1.035 -5.725 -4.087
C -3.887 3.735 1.190
N -2.533 3.335 1.541
C -1.857 3.918 2.555
C -0.589 3.567 2.845
C -0.023 2.508 2.064
N -0.690 1.902 1.093
C -1.936 2.346 0.739
O -2.556 1.951 -0.234
N 1.226 2.104 2.328
H -4.216 4.499 1.892
H -4.553 2.875 1.239
H -3.912 4.125 0.175
H -2.393 4.675 3.110
H -0.046 4.020 3.659
H 1.726 2.492 3.106
H 1.538 1.238 1.912
```

## Properties
- multiplicity = 2
- LUMO level (spin up / spin down) (eV) = 0.1 / 0.1
- ΔE to the lowest compared entry with this formula, charge and spin (kJ/mol) = 0.0
- E (Eh) = -3541.99826
- expectation value of S² = 0.85
- highest occupied orbital energy (spin up / spin down) (eV) = -7.4 / -7.0
- frontier orbital gap (spin up / spin down) (eV) = 7.445 / 7.068

Löwdin atomic charge list, values in e, 2 entries: atom 1 (Mn): 0.67, atom 2 (C): -0.01

=====

Which of these has the highest E? C37H37N5O3PPd